Record 1
Here is a 3-piece molecular cluster, C3H9N3O6 overall from the OMol25 dataset. Energies are from ωB97M-V with the def2-TZVPD basis set.

Structure (ORCA input):
```
! RIJCOSX wB97M-V def2-TZVPD def2/J DEFGRID3
* xyz 0 1
C -0.540 3.025 1.383
N -0.739 3.275 2.874
O -0.040 2.659 3.635
O -1.512 4.187 3.260
H -1.470 3.361 0.924
H -0.415 1.943 1.332
H 0.304 3.671 1.143
C -0.536 -1.493 0.140
N -0.698 -0.373 1.126
O -0.749 -0.679 2.298
O -0.849 0.799 0.759
H -1.038 -1.317 -0.812
H -0.909 -2.377 0.655
H 0.527 -1.717 0.051
C 1.747 -2.419 -2.851
N 0.518 -1.704 -2.492
O -0.493 -1.959 -3.138
O 0.652 -0.891 -1.570
H 1.735 -2.937 -3.810
H 1.889 -3.276 -2.192
H 2.618 -1.778 -2.714
*
```

Computed properties:
ΔE to the lowest compared entry with this formula, charge and spin ... 283.8 kJ/mol
Lowest unoccupied orbital energy ... -0.030 Ha
Highest occupied orbital energy ... -9.93 eV
SMILES ... C[N+](=O)[O-].C[N+](=O)[O-].C[N+](=O)[O-]

---

Record 2
Here is C49H31N6O4PbS3Sb as an isolated structure from the OMol25 dataset. Energies are from ωB97M-V with the def2-TZVPD basis set.

Structure (ORCA input):
```
! RIJCOSX wB97M-V def2-TZVPD def2/J DEFGRID3
* xyz -1 2
Pb 0.997 -0.161 0.301
C 3.308 -5.563 -5.098
C 3.986 -5.027 -4.011
C 3.367 -4.096 -3.193
C 2.063 -3.690 -3.463
C 1.389 -4.223 -4.553
C 2.010 -5.159 -5.369
C 1.425 -2.676 -2.576
C 0.932 -3.184 -1.307
C 1.039 -4.551 -0.879
C 0.438 -4.618 0.342
C -0.067 -3.303 0.618
C -0.844 -2.917 1.707
C -1.043 -3.897 2.807
C -1.720 -5.097 2.620
C -1.888 -5.973 3.682
C -1.372 -5.656 4.931
C -0.698 -4.457 5.118
C -0.536 -3.570 4.064
C -1.491 -1.671 1.889
N -1.291 -0.569 1.122
C -2.107 0.386 1.609
C -2.224 1.709 1.076
C -3.230 2.588 1.736
C -4.405 2.949 1.087
C -5.318 3.786 1.712
C -5.061 4.269 2.987
C -3.891 3.906 3.640
C -2.984 3.062 3.021
C -1.520 2.246 0.028
C -1.660 3.578 -0.510
C -0.730 3.707 -1.490
C -0.021 2.452 -1.532
N -0.486 1.604 -0.652
C 1.197 2.180 -2.384
C 1.308 0.774 -2.936
C 1.898 0.435 -4.224
C 1.948 -0.908 -4.267
C 1.397 -1.393 -3.011
N 0.996 -0.284 -2.250
C 1.230 3.197 -3.517
C 2.095 4.279 -3.553
C 2.011 5.213 -4.577
C 1.060 5.081 -5.574
C 0.185 4.002 -5.543
C 0.271 3.072 -4.521
C -2.881 -0.118 2.697
C -2.483 -1.411 2.881
N 0.276 -2.456 -0.412
H 3.795 -6.289 -5.736
H 5.005 -5.327 -3.803
H 3.894 -3.653 -2.356
H 0.375 -3.903 -4.758
H 1.478 -5.571 -6.216
H 1.511 -5.350 -1.424
H 0.346 -5.479 0.979
H -2.130 -5.333 1.646
H -2.425 -6.901 3.534
H -1.501 -6.341 5.758
H -0.299 -4.201 6.090
H -0.020 -2.627 4.199
H -4.600 2.570 0.092
H -6.232 4.059 1.201
H -5.771 4.926 3.471
H -3.676 4.280 4.632
H -2.073 2.774 3.528
H -2.370 4.316 -0.183
H -0.546 4.562 -2.118
H 2.265 1.134 -4.955
H 2.365 -1.521 -5.046
H 2.850 4.379 -2.786
H 2.702 6.046 -4.594
H 1.000 5.807 -6.373
H -0.565 3.884 -6.314
H -0.422 2.239 -4.496
H -3.628 0.424 3.251
H -2.841 -2.111 3.615
O -0.003 2.064 6.380
C 0.063 3.100 5.572
O -0.221 4.227 5.920
C 0.496 2.835 4.173
C 0.631 3.839 3.233
N 0.983 3.244 2.082
N 1.085 1.916 2.211
C 0.800 1.644 3.469
C 0.811 0.194 3.913
O 0.466 -0.015 5.103
O 1.134 -0.651 3.062
H 0.276 1.202 5.895
H 0.486 4.899 3.329
H 1.189 3.654 1.183
S 5.226 1.014 -3.567
Sb 4.614 0.913 -1.356
S 2.575 2.426 -1.133
S 4.025 -1.151 -0.577
*
```

Computed properties:
ΔE to the lowest compared entry with this formula, charge and spin ... 0.0 kJ/mol
Lowest unoccupied orbital energy (alpha / beta) ... 0.008 / -0.002 Ha
Highest occupied orbital energy (alpha / beta) ... -5.19 / -5.21 eV

---

Record 3
Here is an isolated ion of composition C3H4NO2 and charge -1 from the OMol25 dataset. Energies are from ωB97M-V with the def2-TZVPD basis set.

Structure (ORCA input):
```
! RIJCOSX wB97M-V def2-TZVPD def2/J DEFGRID3
* xyz -1 1
H 1.145 1.846 0.186
N 0.126 1.757 -0.031
C -0.158 0.501 -0.146
C 0.989 -0.572 -0.021
C -1.587 -0.171 -0.097
O -1.794 -0.231 1.122
O -2.221 -0.649 -1.084
H 0.476 -1.423 0.474
H 1.778 -0.154 0.678
H 1.246 -0.902 -1.079
*
```

Computed properties:
ΔE to the lowest compared entry with this formula, charge and spin ... 74.8 kJ/mol
Lowest unoccupied orbital energy ... 0.158 Ha
Highest occupied orbital energy ... -4.12 eV
SMILES ... [H]/N=C(\C)C(=O)[O-]

---

Record 4
Here is a 2-piece molecular cluster, C10H16 overall from the OMol25 dataset. Energies are from ωB97M-V with the def2-TZVPD basis set.

Structure (ORCA input):
```
! RIJCOSX wB97M-V def2-TZVPD def2/J DEFGRID3
* xyz 0 1
C 1.404 1.420 1.613
C 1.503 0.648 0.335
C 1.809 -0.724 0.388
C 2.026 -1.327 -0.845
C 1.687 -0.761 -2.087
C 1.236 0.546 -2.084
C 1.420 1.259 -0.896
H 1.106 0.761 2.429
H 0.862 2.358 1.573
H 2.401 1.752 1.948
H 1.800 -1.360 1.265
H 2.475 -2.316 -0.797
H 1.890 -1.513 -2.836
H 0.989 1.067 -3.002
H 1.263 2.332 -0.981
C -2.591 -0.622 -0.338
C -3.480 -0.736 0.903
C -3.103 0.325 1.951
H -2.018 -1.553 -0.354
H -2.947 -0.635 -1.368
H -1.837 0.166 -0.251
H -3.435 -1.744 1.296
H -4.531 -0.492 0.713
H -3.555 1.294 1.758
H -2.009 0.416 2.000
H -3.359 0.009 2.963
*
```

Computed properties:
ΔE to the lowest compared entry with this formula, charge and spin ... 119.2 kJ/mol
Lowest unoccupied orbital energy ... 0.037 Ha
Highest occupied orbital energy ... -8.94 eV
SMILES ... Cc1ccccc1.CCC